# 1
The following is a DFT calculation (ωB97M-V/def2-TZVPD) of an isolated ion of composition C13H10O6 and charge -2 in a non-equilibrium geometry.

```
! wB97M-V def2-TZVPD RIJCOSX def2/J DEFGRID3
* xyz -2 1
O 1.524 -0.588 3.547
C 0.997 0.271 2.744
O 1.236 1.520 2.794
C 0.108 -0.251 1.677
C -1.187 0.161 1.466
C -1.908 1.078 2.406
C -3.350 0.872 2.833
C -2.981 1.903 1.752
O 0.613 -1.215 0.799
C 1.188 -0.746 -0.394
C 1.691 0.569 -0.593
C 2.107 0.973 -1.841
C 2.010 0.150 -2.950
C 1.478 -1.140 -2.816
C 1.351 -1.954 -4.054
O 1.092 -3.188 -3.949
O 1.481 -1.375 -5.143
C 1.169 -1.613 -1.521
O 0.666 -2.914 -1.437
H -1.718 -0.360 0.670
H -1.278 1.589 3.139
H -3.823 -0.045 2.476
H -3.716 1.258 3.812
H -2.887 2.963 1.874
H -3.182 1.620 0.707
H 1.738 1.258 0.219
H 2.539 1.938 -1.942
H 2.297 0.560 -3.919
H 0.746 -3.293 -2.357
*
```

=====

# 2
The following is a DFT calculation (ωB97M-V/def2-TZVPD) of C13H11AuBrN3O as an isolated structure in a non-equilibrium geometry.

expectation value of S² = 2.0246

```
! wB97M-V def2-TZVPD RIJCOSX def2/J DEFGRID3
* xyz 2 3
Au -1.769 -2.011 0.027
Br 0.408 4.108 -5.144
C 0.381 3.061 -3.678
C -0.042 3.602 -2.432
C -0.132 2.745 -1.372
C 0.264 1.364 -1.485
C 0.741 0.834 -2.734
C 0.764 1.663 -3.798
N 0.126 0.543 -0.397
C 0.976 0.235 0.462
C 0.717 -0.661 1.621
C 1.571 -0.561 2.696
C 1.365 -1.301 3.884
C 0.329 -2.191 3.889
C -0.409 -2.384 2.728
N -0.237 -1.633 1.626
H -0.237 4.649 -2.330
H -0.430 3.038 -0.380
H 1.086 -0.167 -2.714
H 1.087 1.266 -4.718
H 1.982 0.662 0.419
H 2.428 0.150 2.605
H 2.022 -1.136 4.768
H 0.137 -2.811 4.763
H -1.126 -3.181 2.653
O -3.838 -1.805 0.766
H -4.395 -2.547 0.512
H -4.362 -1.005 0.510
N 0.802 -2.290 -1.661
C -0.208 -2.236 -1.088
*
```

=====

# 3
The following is a DFT calculation (ωB97M-V/def2-TZVPD) of C13H11BMnN4O2 as an isolated structure in a non-equilibrium geometry.

expectation value of S² = 0.7560

```
! wB97M-V def2-TZVPD RIJCOSX def2/J DEFGRID3
* xyz 0 2
Mn -0.004 0.001 0.006
O 2.795 0.087 -2.790
C 2.116 0.160 -1.784
N 0.793 -0.212 -1.620
C 0.064 -0.743 -2.670
O 0.435 -0.951 -3.810
C -1.307 -1.043 -2.201
C -2.264 -1.588 -3.047
C -3.530 -1.851 -2.564
C -3.790 -1.548 -1.219
C -2.801 -1.011 -0.434
N -1.553 -0.743 -0.880
C 2.629 0.689 -0.500
C 3.935 1.141 -0.368
C 4.369 1.626 0.848
C 3.451 1.639 1.910
C 2.173 1.178 1.715
N 1.722 0.698 0.534
H -1.977 -1.788 -4.065
H -4.297 -2.273 -3.191
H -4.759 -1.732 -0.786
H -2.988 -0.773 0.605
H 4.572 1.094 -1.236
H 5.375 1.984 0.987
H 3.732 2.006 2.882
H 1.455 1.182 2.524
B -1.940 0.527 3.993
C -1.292 0.347 2.643
N -0.781 0.208 1.592
H -2.883 1.244 3.844
H -2.327 -0.546 4.351
H -1.126 0.990 4.732
*
```

=====

# 4
The following is a DFT calculation (ωB97M-V/def2-TZVPD) of C13H11Br3N2O4 as an isolated structure in a non-equilibrium geometry.

```
! wB97M-V def2-TZVPD RIJCOSX def2/J DEFGRID3
* xyz 0 1
C -0.454 3.036 0.857
C -0.170 2.010 1.736
C -0.874 0.832 1.671
C -1.891 0.704 0.748
C -2.193 1.715 -0.136
C -1.472 2.883 -0.072
N -2.675 -0.518 0.729
O -2.423 -1.348 1.587
O -3.402 -0.684 -0.216
H 0.066 3.978 0.983
H 0.616 2.117 2.471
H -0.647 0.025 2.357
H -3.053 1.651 -0.788
H -1.671 3.693 -0.761
C 1.864 -2.878 1.228
C 2.262 -2.188 0.101
C 1.375 -1.924 -0.928
C 0.075 -2.379 -0.791
C -0.359 -3.060 0.322
C 0.558 -3.333 1.337
N -0.877 -2.110 -1.875
O -0.669 -1.128 -2.559
O -1.864 -2.805 -1.946
H 2.600 -3.128 1.980
H 3.296 -1.869 0.017
H 1.638 -1.406 -1.836
H -1.388 -3.376 0.426
H 0.233 -3.927 2.181
C 2.313 3.123 -1.636
Br 1.428 4.476 -2.685
Br 4.150 2.951 -2.129
Br 1.381 1.437 -1.766
H 2.227 3.429 -0.606
*
```

=====

| no. | total energy (Eh) |
| --- | --- |
| 1 | -952.83996 |
| 2 | -3450.48269 |
| 3 | -2047.31528 |
| 4 | -8634.29948 |